{
  "formula": "C7H8BaO5",
  "method": "ωB97M-V with the def2-TZVPD basis set",
  "lumo_energy_ev": -8.34,
  "fmax_ev_per_a": 4.8,
  "e_tot_ha": -672.589029,
  "total_charge": 2,
  "homo_lumo_gap_ev": 9.777,
  "elements": ["Ba", "O", "C", "C", "O", "C", "O", "C", "O", "C", "H", "H", "C", "H", "H", "C", "O", "H", "H", "H", "H"],
  "positions_angstrom": [[0.103, 0.129, 0.319], [-0.005, 3.965, -0.030], [0.003, 2.842, -0.252], [0.036, -2.727, -0.309], [0.011, -3.832, -0.024], [2.736, 0.070, -0.432], [3.863, 0.071, -0.299], [-2.728, 0.078, -0.482], [-3.835, 0.058, -0.279], [0.000, 0.733, -2.747], [-0.928, 1.338, -2.720], [0.929, 1.341, -2.721], [0.003, -0.603, -2.743], [0.934, -1.205, -2.719], [-0.923, -1.210, -2.718], [0.348, -0.177, 3.135], [-0.898, -0.622, 2.498], [1.180, -0.850, 2.820], [0.135, -0.327, 4.187], [0.666, 0.881, 2.955], [-1.631, 0.045, 2.561]],
  "forces_ev_per_angstrom": [[-0.4, -0.5, -0.7], [0.0, -3.6, -0.9], [-0.1, 4.7, 0.8], [-0.1, -3.5, 1.0], [0.1, 2.9, -1.0], [3.8, 0.0, 0.2], [-2.4, 0.0, -0.5], [-1.8, 0.0, 0.4], [1.2, 0.0, -0.4], [0.0, 0.5, 0.3], [0.5, -0.6, -0.3], [-0.5, -0.6, -0.3], [0.0, -0.4, 0.3], [-0.5, 0.6, -0.3], [0.5, 0.6, -0.2], [-0.4, -0.3, 0.8], [-0.2, 1.1, -0.6], [-0.7, 0.2, 0.2], [0.7, 0.2, 0.3], [-0.6, -0.5, 0.1], [0.8, -0.8, 0.8]]
}